This record from OMol25 describes 11 unconnected molecules or ions with the total composition C37H66O19 in a non-equilibrium geometry. The level of theory is the ωB97M-V functional and the def2-TZVPD basis.

Positions of all 122 atoms, in Å:
C 17.856 -16.745 -13.503
C 17.857 -16.454 -12.042
C 18.418 -15.046 -11.749
O 17.262 -14.199 -11.553
C 16.182 -14.940 -11.352
O 15.137 -14.518 -11.110
O 16.526 -16.229 -11.484
H 17.414 -15.992 -14.132
H 17.243 -17.635 -13.582
H 18.894 -16.950 -13.867
H 18.241 -17.260 -11.442
H 19.072 -14.604 -12.491
H 19.018 -15.006 -10.834
C 8.198 -20.071 -9.895
C 8.945 -20.575 -11.095
C 8.230 -20.182 -12.437
O 9.337 -19.746 -13.259
C 10.417 -19.489 -12.463
O 11.461 -19.003 -12.870
O 10.184 -19.915 -11.190
H 7.305 -20.672 -9.863
H 7.925 -19.009 -10.083
H 8.763 -20.165 -8.942
H 9.194 -21.631 -11.099
H 7.509 -19.381 -12.369
H 7.781 -21.026 -12.986
C 13.426 -16.155 -13.788
C 13.607 -14.812 -14.436
C 12.962 -13.569 -13.850
O 13.878 -12.488 -14.289
C 15.080 -13.097 -14.452
O 16.008 -12.399 -14.771
O 15.042 -14.420 -14.373
H 12.348 -16.385 -13.630
H 14.012 -16.040 -12.830
H 13.859 -16.962 -14.371
H 13.457 -14.838 -15.516
H 12.951 -13.516 -12.746
H 11.936 -13.407 -14.166
C 13.147 -9.608 -12.503
C 12.845 -10.647 -11.462
C 13.994 -11.263 -10.711
O 13.812 -10.763 -9.334
C 12.636 -10.148 -9.216
O 12.201 -9.737 -8.161
O 12.011 -10.153 -10.409
H 13.668 -9.939 -13.409
H 13.709 -8.789 -12.056
H 12.255 -9.112 -12.865
H 12.184 -11.405 -11.841
H 15.000 -11.006 -11.052
H 13.892 -12.358 -10.826
C 14.061 -20.992 -10.913
C 14.812 -19.647 -10.726
C 14.231 -18.616 -9.723
O 15.770 -19.394 -11.388
H 13.028 -20.727 -11.127
H 14.045 -21.581 -9.959
H 14.469 -21.581 -11.732
H 14.729 -17.685 -9.955
H 14.587 -18.930 -8.716
H 13.143 -18.555 -9.707
C 18.307 -10.908 -12.805
C 19.321 -11.994 -13.162
C 19.521 -12.425 -14.600
O 20.013 -12.437 -12.242
H 18.115 -10.959 -11.768
H 17.401 -11.145 -13.397
H 18.692 -9.925 -13.116
H 20.327 -11.824 -15.003
H 18.681 -12.192 -15.238
H 19.809 -13.472 -14.731
C 15.141 -9.930 -16.863
C 13.705 -10.328 -17.213
C 12.660 -10.079 -16.228
O 13.482 -10.919 -18.247
H 15.473 -10.586 -16.075
H 15.331 -8.906 -16.565
H 15.693 -10.112 -17.770
H 12.458 -11.012 -15.700
H 11.786 -9.791 -16.814
H 12.899 -9.282 -15.567
C 11.487 -13.344 -9.347
C 11.601 -14.325 -10.423
C 12.174 -15.632 -10.064
O 11.215 -14.099 -11.566
H 12.501 -13.080 -8.985
H 10.913 -13.789 -8.536
H 11.039 -12.399 -9.711
H 13.236 -15.595 -10.374
H 11.676 -16.412 -10.604
H 12.250 -15.859 -8.999
C 13.239 -13.869 -18.104
C 11.906 -13.289 -17.811
C 11.120 -12.821 -18.929
O 11.495 -13.194 -16.643
H 14.002 -13.493 -17.422
H 13.558 -13.670 -19.142
H 13.166 -14.945 -17.988
H 10.226 -12.346 -18.548
H 10.854 -13.611 -19.633
H 11.743 -12.100 -19.507
C 10.027 -16.058 -15.101
C 10.731 -16.929 -16.088
C 10.129 -18.218 -16.548
O 11.826 -16.586 -16.522
H 9.146 -15.601 -15.511
H 10.650 -15.198 -14.827
H 9.643 -16.747 -14.311
H 9.247 -17.996 -17.160
H 9.785 -18.837 -15.715
H 10.867 -18.756 -17.146
C 14.815 -19.162 -17.141
C 15.092 -19.398 -15.655
C 14.104 -20.185 -14.830
O 16.055 -18.889 -15.128
H 14.740 -20.125 -17.660
H 15.537 -18.444 -17.526
H 13.818 -18.726 -17.300
H 14.513 -20.249 -13.841
H 13.892 -21.185 -15.161
H 13.130 -19.705 -14.940

* max |F|: 0.1009 Eh/bohr
* ΔE to the lowest compared entry with this formula, charge and spin: 0.0 kcal per mole
* LUMO: 0.13 eV
* net charge: 0
* E_tot: -2879.03294 Ha
* frontier orbital gap: 9.36 eV


This record from OMol25 describes a gas-phase ion, CH4IN2O (charge +1) in a non-equilibrium geometry. The level of theory is the ωB97M-V functional and the def2-TZVPD basis.

Positions of all 9 atoms, in Å:
N -1.450 -0.309 -0.392
C -0.552 0.663 -0.355
I -1.388 2.584 -0.561
N 0.710 0.652 0.065
O 1.249 1.847 0.409
H -1.097 -1.207 -0.360
H -2.399 -0.172 -0.670
H 1.154 -0.280 0.400
H 2.109 2.055 0.208

* max |F|: 0.0936 Eh/bohr
* ΔE to the lowest compared entry with this formula, charge and spin: 11.9 kcal per mole
* LUMO: -4.26 eV
* net charge: +1
* E_tot: -522.60884 Ha
* frontier orbital gap: 10.20 eV


This record from OMol25 describes a molecular structure, C11H19BF2N5O4S2Tc. The level of theory is the ωB97M-V functional and the def2-TZVPD basis.

Positions of all 45 atoms, in Å:
Tc 0.025 -0.043 0.020
N 2.367 0.520 1.535
C 1.905 1.913 1.722
C 0.541 1.930 2.391
N -0.555 1.439 1.511
C -1.351 2.503 0.842
C -0.898 2.696 -0.589
N -0.939 1.374 -1.254
H 2.715 0.404 0.588
H 3.151 0.320 2.148
H 2.595 2.479 2.349
H 1.881 2.407 0.750
H 0.582 1.253 3.245
H 0.297 2.922 2.778
H -1.206 0.960 2.125
H -2.391 2.170 0.837
H -1.309 3.441 1.400
H -1.533 3.423 -1.098
H 0.132 3.049 -0.642
H -1.899 1.120 -1.475
H -0.437 1.406 -2.143
N 0.689 -1.467 3.075
C -0.399 -1.965 2.466
N -0.864 -1.511 1.322
C -2.011 -2.221 0.938
C -2.754 -1.997 -0.213
C -3.868 -2.782 -0.451
C -4.248 -3.779 0.447
C -3.518 -4.008 1.600
C -2.401 -3.218 1.828
S -1.290 -3.277 3.171
H 1.297 -0.832 2.550
H 1.047 -1.917 3.899
H -2.454 -1.229 -0.917
H -4.452 -2.624 -1.348
H -5.121 -4.382 0.241
H -3.809 -4.780 2.298
O 3.054 -0.709 -2.536
S 1.775 -0.155 -2.306
O 0.966 0.312 -3.386
O 0.828 -1.391 -1.586
O 1.685 0.743 -1.120
F 1.138 -2.983 -3.279
B 0.647 -2.650 -2.115
F -0.047 -3.505 -1.392

* max |F|: 0.0177 Eh/bohr
* ΔE to the lowest compared entry with this formula, charge and spin: 25.8 kcal per mole
* LUMO (spin up / spin down): -2.85 / -2.84 eV
* net charge: +1
* E_tot: -2107.07767 Ha
* 2S+1: 2
* frontier orbital gap (spin up / spin down): 8.44 / 8.17 eV